ORCA calculation (wB97M-V/def2-TZVPD) on a cluster of 4 separate species, C21H46O5 in total.

Kohn-Sham gap	10.135	eV
SMILES	CCC[C@H](C)[C@@H]1CCOC1=O.CCOCC.CCOCC.CCOCC
HOMO level	-0.34829	hartree
LUMO	0.657	eV

Last column: Löwdin charge in e.
Atoms and positions in Å:
C 3.635 -0.380 1.799  -0.097
C 3.135 -1.113 0.545  -0.255
C 1.656 -0.878 0.250  -0.184
C 0.647 -1.488 1.245  -0.321
C 0.809 -3.002 1.375  -0.051
C -0.754 -1.027 0.810  -0.189
C -1.251 0.288 1.441  -0.100
C -2.657 0.329 0.847  -0.152
O -3.085 -1.044 0.901  -0.007
C -2.000 -1.858 1.072  -0.428
O -2.152 -2.991 1.423  0.137
H 4.572 -0.822 2.156  0.071
H 3.847 0.670 1.572  0.071
H 2.916 -0.423 2.622  0.063
H 3.366 -2.181 0.605  0.099
H 3.709 -0.741 -0.314  0.097
H 1.484 0.209 0.209  0.104
H 1.411 -1.259 -0.753  0.118
H 0.849 -1.035 2.226  0.132
H 0.131 -3.411 2.125  0.075
H 0.580 -3.508 0.430  0.095
H 1.829 -3.259 1.676  0.074
H -0.757 -0.830 -0.274  0.160
H -1.379 0.126 2.519  0.138
H -0.623 1.152 1.226  0.105
H -2.638 0.656 -0.201  0.129
H -3.356 0.947 1.412  0.128
C -8.863 -0.826 3.611  -0.082
C -8.092 0.166 2.756  -0.287
O -6.689 0.114 2.938  -0.165
C -6.074 -1.121 2.604  -0.276
C -6.233 -1.519 1.148  -0.081
H -8.568 -0.737 4.657  0.081
H -9.933 -0.629 3.533  0.075
H -8.694 -1.857 3.296  0.066
H -8.372 1.184 3.030  0.116
H -8.349 0.036 1.699  0.107
H -6.434 -1.921 3.260  0.110
H -5.017 -0.978 2.827  0.108
H -7.262 -1.786 0.900  0.068
H -5.599 -2.379 0.934  0.076
H -5.927 -0.699 0.497  0.078
C 6.948 -0.373 -3.097  -0.080
C 6.890 -1.857 -2.774  -0.281
O 5.663 -2.273 -2.202  -0.166
C 4.517 -2.095 -3.015  -0.291
C 4.546 -2.885 -4.313  -0.078
H 6.664 0.217 -2.225  0.080
H 7.962 -0.097 -3.389  0.076
H 6.284 -0.105 -3.920  0.066
H 7.643 -2.102 -2.025  0.118
H 7.120 -2.451 -3.666  0.108
H 4.351 -1.030 -3.219  0.109
H 3.683 -2.432 -2.398  0.110
H 5.297 -2.506 -5.008  0.067
H 3.577 -2.821 -4.807  0.077
H 4.768 -3.934 -4.113  0.083
C -0.317 3.998 0.431  -0.080
C 1.004 3.574 -0.189  -0.281
O 0.932 3.316 -1.579  -0.161
C 0.561 4.419 -2.388  -0.280
C 1.530 5.587 -2.321  -0.080
H -1.104 3.292 0.158  0.070
H -0.227 4.018 1.518  0.080
H -0.631 4.991 0.109  0.069
H 1.333 2.630 0.250  0.098
H 1.783 4.313 0.031  0.110
H -0.455 4.752 -2.144  0.108
H 0.531 4.021 -3.402  0.118
H 1.509 6.084 -1.350  0.067
H 1.268 6.329 -3.075  0.076
H 2.549 5.246 -2.507  0.082



ORCA calculation (wB97M-V/def2-TZVPD) on a structure of composition C21H47BIN8O6P3S.

Kohn-Sham gap	6.977	eV
HOMO level	-0.28941	hartree
LUMO	-0.898	eV

Last column: Löwdin charge in e.
Atoms and positions in Å:
O 6.335 0.976 -0.993  -0.478
P 6.590 1.378 0.417  0.660
C 5.673 2.935 0.739  -0.294
C 4.210 2.853 0.804  -0.549
I 3.278 0.960 0.526  1.060
C 3.393 3.912 1.032  -0.232
C 1.881 3.843 1.145  -0.208
C 1.137 4.006 -0.200  -0.167
C -0.367 3.701 0.057  -0.227
O -0.854 4.701 0.983  -0.089
C 4.019 5.189 1.194  -0.287
N 3.450 6.380 1.410  -0.220
S 4.626 7.469 1.540  1.033
N 5.962 6.542 1.330  -0.190
C 5.452 5.330 1.138  -0.327
C 6.274 4.159 0.915  -0.036
B 7.854 4.363 0.912  -0.619
O 8.435 5.430 0.267  0.164
O 8.681 3.482 1.602  0.118
H 6.142 0.326 1.259  -0.013
H 7.979 1.517 0.601  0.028
H 1.560 4.600 1.875  0.115
H 1.625 2.839 1.523  0.045
H 1.549 3.340 -0.977  0.104
H 1.189 5.036 -0.591  0.120
H -0.449 2.735 0.584  0.112
H -0.967 3.745 -0.857  0.115
H -0.821 4.300 1.858  0.075
H 9.038 5.822 0.917  0.118
H 8.191 3.184 2.381  0.104
O 0.824 -1.792 0.689  -0.344
P 0.944 -3.123 1.412  0.747
N -0.259 -3.916 0.467  -0.341
C -1.582 -4.389 0.791  -0.135
C 0.069 -4.130 -0.938  -0.135
N 0.362 -2.462 2.911  -0.334
C -0.913 -2.786 3.509  -0.143
C 0.625 -1.040 3.124  -0.153
N 1.317 -4.573 2.256  -0.297
C 0.976 -5.929 1.872  -0.109
C 1.926 -4.524 3.585  -0.123
H -1.696 -5.448 0.516  0.081
H -2.352 -3.820 0.254  0.074
H -1.824 -4.352 1.847  0.048
H 0.876 -4.868 -1.048  0.069
H 0.396 -3.204 -1.419  0.069
H -0.787 -4.500 -1.503  0.077
H -1.755 -2.398 2.919  0.085
H -0.992 -2.352 4.509  0.082
H -1.030 -3.862 3.661  0.068
H -0.097 -0.407 2.591  0.081
H 1.624 -0.768 2.792  0.029
H 0.569 -0.793 4.188  0.080
H 0.012 -6.218 2.302  0.091
H 1.723 -6.641 2.233  0.082
H 0.946 -6.071 0.795  0.071
H 1.169 -4.644 4.364  0.086
H 2.448 -3.587 3.751  0.078
H 2.671 -5.315 3.712  0.078
O -3.336 1.766 -2.006  -0.309
P -4.264 0.570 -2.091  0.726
N -3.037 -0.631 -2.079  -0.337
C -2.607 -1.576 -3.079  -0.131
C -2.233 -0.712 -0.866  -0.122
N -4.889 0.983 -3.656  -0.335
C -4.671 0.206 -4.854  -0.145
C -4.840 2.402 -4.004  -0.150
N -5.506 -0.606 -1.925  -0.299
C -5.360 -1.987 -1.511  -0.112
C -6.872 -0.310 -2.355  -0.126
H -2.608 -2.600 -2.673  0.071
H -1.591 -1.356 -3.426  0.092
H -3.248 -1.626 -3.952  0.048
H -2.837 -1.082 -0.023  0.067
H -1.826 0.263 -0.586  0.069
H -1.386 -1.390 -0.977  0.062
H -3.622 0.233 -5.179  0.087
H -5.274 0.593 -5.680  0.080
H -4.995 -0.830 -4.732  0.068
H -3.844 2.704 -4.348  0.082
H -5.111 3.027 -3.156  0.069
H -5.555 2.627 -4.802  0.078
H -5.204 -2.635 -2.378  0.090
H -6.257 -2.340 -0.994  0.080
H -4.549 -2.133 -0.802  0.063
H -7.063 -0.716 -3.352  0.084
H -7.062 0.760 -2.376  0.077
H -7.608 -0.737 -1.669  0.077



ORCA calculation (wB97M-V/def2-TZVPD) on a structure of composition C21H47BN4O5Si2Sr.

Kohn-Sham gap	7.726	eV
HOMO level	-0.28277	hartree
LUMO	0.032	eV

Last column: Löwdin charge in e.
Atoms and positions in Å:
Sr 0.771 1.481 0.124  1.612
C -4.093 0.300 -2.515  -0.087
N -2.995 1.196 -2.238  -0.176
C -2.621 1.992 -3.390  -0.084
C -1.882 0.645 -1.431  -0.655
O -0.748 1.382 -1.582  -0.417
C -2.382 0.867 0.012  -0.120
O -1.398 0.338 0.941  -0.241
C -1.709 0.609 2.280  -0.132
C -1.261 2.018 2.682  -0.411
O -0.455 2.630 1.972  -0.082
N -1.740 2.519 3.825  -0.129
C -2.678 1.791 4.669  -0.030
C -1.356 3.854 4.261  -0.015
H -4.938 0.875 -2.902  0.092
H -4.432 -0.194 -1.603  0.059
H -3.857 -0.479 -3.255  0.060
H -3.493 2.567 -3.711  0.085
H -2.279 1.400 -4.252  0.059
H -1.824 2.676 -3.116  0.080
H -3.344 0.402 0.228  0.100
H -2.459 1.950 0.146  0.138
H -1.156 -0.103 2.901  0.151
H -2.778 0.464 2.464  0.127
H -3.702 1.870 4.299  0.102
H -2.640 2.221 5.668  0.093
H -2.406 0.741 4.754  0.092
H -0.714 4.301 3.510  0.087
H -0.820 3.798 5.209  0.098
H -2.246 4.470 4.391  0.098
O 1.954 0.123 1.966  -0.039
C 2.855 0.396 2.740  -0.477
O 2.620 0.617 4.017  0.135
C 4.310 0.563 2.336  -0.241
N 5.146 0.531 3.544  -0.033
C 5.795 -0.791 3.540  -0.184
C 6.048 -1.105 2.066  -0.153
C 4.818 -0.516 1.358  -0.110
H 4.363 1.553 1.882  0.131
H 3.531 0.734 4.403  0.113
H 5.849 1.257 3.476  0.129
H 5.105 -1.520 3.974  0.119
H 6.694 -0.773 4.153  0.117
H 6.169 -2.170 1.877  0.110
H 6.952 -0.595 1.730  0.112
H 4.051 -1.271 1.185  0.118
H 5.073 -0.068 0.399  0.086
C -3.810 -2.028 0.350  -0.176
Si -2.551 -2.352 -1.022  0.504
C -3.507 -3.327 -2.313  -0.180
C -1.323 -3.505 -0.182  -0.167
C -1.548 -0.880 -1.701  -0.276
Si -0.789 -1.222 -3.416  0.507
C 0.101 -2.884 -3.352  -0.183
C 0.529 0.017 -3.898  -0.167
C -1.995 -1.356 -4.854  -0.173
H -4.200 -3.010 0.637  0.037
H -4.666 -1.414 0.066  0.024
H -3.344 -1.597 1.236  0.018
H -4.009 -4.161 -1.816  0.034
H -2.868 -3.745 -3.092  0.017
H -4.276 -2.722 -2.799  0.027
H -1.840 -4.373 0.236  0.035
H -0.836 -2.980 0.646  0.033
H -0.545 -3.869 -0.850  0.013
H -0.639 -1.020 -1.090  0.061
H 0.850 -2.910 -2.558  0.032
H 0.627 -3.025 -4.300  0.035
H -0.564 -3.739 -3.218  0.017
H 1.349 0.026 -3.177  0.032
H 0.136 1.031 -3.957  0.021
H 0.945 -0.266 -4.870  0.037
H -2.807 -2.061 -4.669  0.014
H -1.429 -1.725 -5.714  0.037
H -2.436 -0.402 -5.140  0.014
B 5.816 2.340 -0.823  -0.426
C 4.279 2.319 -0.480  -0.275
N 3.148 2.293 -0.235  -0.023
H 5.994 1.643 -1.796  0.007
H 6.374 1.873 0.166  0.001
H 6.134 3.490 -1.002  0.002